Formula: C3H5N3OS
Source: the Open Molecules 2025 dataset
Level of theory: the ωB97M-V functional and the def2-TZVPD basis

Its gap between HOMO and LUMO (spin up / spin down) is 8.0730 / 8.0722 eV. The calculation puts the energy relative to the best compared isomer or geometry (same formula, charge and spin) at 5.5576 eV. For the HOMO energy (spin up / spin down), the calculation gives -7.802 / -7.801 eV. As for the charge: 0. As for the spin multiplicity: 1. For the LUMO energy (spin up / spin down), the calculation gives 0.0100 / 0.0100 Eh.

Last column: Mulliken charge in e.
Element x y z (Å)
S 1.683 -0.295 0.870  -0.11
O 0.162 -2.409 1.059  -0.46
N 2.257 1.703 -0.680  -0.24
N -1.312 0.464 1.418  -0.72
N -1.087 -0.419 0.667  0.64
C 0.284 -1.231 0.793  0.54
C 1.327 0.745 -0.498  -0.16
C -2.028 -0.718 -0.384  -0.82
H -1.990 -1.852 -0.477  0.29
H 3.108 1.892 -0.189  0.18
H 2.107 2.470 -1.298  0.24
H -1.626 -0.138 -1.346  0.23
H -2.883 -0.214 0.064  0.37

Formula: C6H4N2O2S
Source: the Open Molecules 2025 dataset
Level of theory: the ωB97M-V functional and the def2-TZVPD basis

Its gap between HOMO and LUMO is 8.6692 eV. The calculation puts the energy relative to the best compared isomer or geometry (same formula, charge and spin) at 1.6562 eV. For the HOMO energy, the calculation gives -9.245 eV. As for the charge: 0. As for the SMILES: O=C1N=NO[C@@H]1c1cccs1. As for the spin multiplicity: 1. For the LUMO energy, the calculation gives -0.0212 Eh.

Last column: Mulliken charge in e.
Element x y z (Å)
S 0.448 1.369 -1.144  -0.14
O -2.963 1.266 1.428  -0.45
O -2.801 -0.345 -1.621  -0.13
N -3.957 -0.751 -0.977  -0.01
N -4.160 -0.193 0.099  -0.26
C -0.759 0.341 -0.427  0.36
C 1.655 0.782 -0.059  -0.56
C 1.201 -0.300 0.677  -0.42
C -3.062 0.697 0.402  0.16
C -2.134 0.643 -0.823  0.35
C -0.133 -0.590 0.433  -0.56
H -2.223 1.723 -1.240  0.30
H 2.660 0.885 -0.174  0.50
H -0.566 -1.299 1.090  0.37
H 1.725 -0.748 1.429  0.48

Formula: C2H8N4
Source: the Open Molecules 2025 dataset
Level of theory: the ωB97M-V functional and the def2-TZVPD basis

Its gap between HOMO and LUMO (spin up / spin down) is 9.3318 / 7.5903 eV. The calculation puts the energy relative to the best compared isomer or geometry (same formula, charge and spin) at 5.1632 eV. For the HOMO energy (spin up / spin down), the calculation gives -18.847 / -17.411 eV. As for the charge: +2. As for the spin multiplicity: 1. For the LUMO energy (spin up / spin down), the calculation gives -0.3497 / -0.3609 Eh.

Last column: Mulliken charge in e.
Element x y z (Å)
N -3.374 0.171 -0.005  -0.14
N 3.231 -0.257 0.153  -0.28
N 0.864 0.465 0.392  0.22
N -0.219 0.863 -0.132  -0.66
C 2.028 0.040 -0.292  0.25
C -2.398 -0.560 0.218  0.14
H -2.225 -1.693 0.157  0.34
H 1.839 0.081 -1.382  0.29
H 0.680 0.387 1.395  0.32
H 3.653 -0.458 1.122  0.33
H -3.225 1.206 -0.024  0.33
H -4.292 -0.164 -0.029  0.27
H -0.328 0.867 -1.123  0.28
H 3.890 -0.306 -0.651  0.32

Formula: C23H30BiIO5
Source: the Open Molecules 2025 dataset
Level of theory: the ωB97M-V functional and the def2-TZVPD basis

Its gap between HOMO and LUMO (spin up / spin down) is 2.5935 / 2.0730 eV. For the HOMO energy (spin up / spin down), the calculation gives 1.329 / 1.861 eV. As for the charge: -2. As for the spin multiplicity: 1. For the LUMO energy (spin up / spin down), the calculation gives 0.1441 / 0.1446 Eh.

Last column: Mulliken charge in e.
Element x y z (Å)
Bi 3.670 -0.229 -0.315  1.25
I 4.230 -0.940 -2.979  -0.69
O -4.490 0.506 -2.305  -0.64
O -4.603 -1.511 0.260  -0.26
O 1.162 0.011 -0.907  -0.81
O -5.244 1.253 -0.353  -0.36
O -3.093 -0.832 1.791  -0.55
C 3.770 2.418 -0.411  -0.99
C 4.763 2.221 1.665  -0.33
C 3.379 2.512 1.865  -0.61
C -4.283 0.661 -1.081  0.59
C 4.496 -1.585 2.374  -0.53
C 0.259 -1.967 -2.464  -1.20
C 2.236 -1.305 2.731  -0.34
C -1.162 0.165 -1.962  -0.57
C -2.247 -0.774 -1.428  -2.50
C -0.791 1.032 -0.719  0.38
C 2.382 -2.261 1.690  -0.42
C -5.081 -2.394 1.273  -0.84
C 0.220 0.279 0.168  -1.01
C -2.062 1.214 0.033  -1.92
C 3.788 -2.438 1.454  -1.09
C 3.527 -0.905 3.149  -0.39
C 0.155 -0.458 -2.461  1.49
C -5.106 1.718 1.004  -0.52
C -3.560 -0.770 0.695  -0.47
C 5.016 2.174 0.274  -0.76
C 2.777 2.660 0.589  -0.09
C -3.026 0.103 -0.432  3.00
C 0.659 0.223 -3.686  -1.36
H -2.443 2.214 -0.218  0.30
H 3.654 2.591 -1.490  0.59
H 5.999 2.050 -0.204  0.40
H -5.349 -1.848 2.179  0.32
H -2.921 -1.167 -2.197  0.36
H 1.746 3.002 0.399  0.38
H 1.580 -2.824 1.208  0.37
H -1.797 -1.611 -0.871  0.46
H 0.497 1.304 -3.580  0.40
H -1.921 1.193 1.120  0.50
H -0.302 1.964 -1.089  0.90
H -0.619 -2.576 -2.784  0.13
H 2.904 2.665 2.828  0.40
H -1.630 0.825 -2.717  0.45
H -4.079 1.979 1.290  0.29
H -5.954 -2.878 0.856  0.25
H 0.616 0.883 1.026  0.22
H -4.326 -3.142 1.526  0.32
H 4.244 -3.150 0.763  0.50
H 1.140 -2.243 -3.061  0.33
H -0.155 -0.690 0.487  0.18
H 5.575 -1.523 2.486  0.36
H 3.754 -0.189 3.955  0.38
H -5.506 0.966 1.692  0.17
H -5.732 2.612 1.050  0.32
H 0.475 -2.225 -1.427  0.19
H 1.746 0.046 -3.694  -0.03
H 5.497 2.080 2.460  0.36
H 0.280 -0.092 -4.697  0.32
H 1.288 -0.997 3.190  0.42